(1)
An isolated ion of composition C4H13N3 and charge +2. Source: the Open Molecules 2025 dataset; level of theory: ωB97M-V/def2-TZVPD.

Geometry as XYZ:
```
20
Properties=species:S:1:pos:R:3:forces:R:3
N -2.45410 0.61968 1.70621 1.44 -0.97 -1.00
N 0.79011 -1.65362 -0.53261 1.50 -2.47 1.31
N 2.50683 0.30237 -2.00579 2.47 1.96 -0.93
C -1.57169 0.53322 0.40560 -1.96 -2.21 0.20
C 0.79948 -0.22764 -0.27470 1.39 2.84 -2.37
C 1.65601 0.62834 -1.05700 -3.48 -2.71 2.57
C -0.12728 0.25666 0.82394 2.69 -0.27 -0.95
H -2.09740 -0.22929 -0.25314 1.09 -0.56 1.43
H 0.46893 1.10768 1.17053 -0.95 0.54 0.18
H 0.59395 -2.24813 0.34111 0.63 1.17 -0.93
H 0.19258 -0.49979 1.60054 -1.86 0.56 -0.04
H -3.34144 0.14880 1.58044 -0.39 -0.08 0.10
H 3.25391 1.05809 -2.19319 -1.69 -1.99 -0.13
H 1.51316 1.67315 -0.84761 0.46 0.36 0.34
H 0.03588 -1.99952 -1.12237 0.25 0.03 -0.93
H 1.77179 -1.99553 -0.84508 -1.97 0.49 0.16
H -1.95164 0.20327 2.50888 -0.32 -0.04 -0.47
H -1.90313 1.25662 -0.33718 1.06 1.63 0.84
H -2.60444 1.56424 1.95312 -0.49 1.57 0.36
H 2.46847 -0.49860 -2.62167 0.14 0.14 0.25
```
Forces are in eV/Å.

Summary:
F_max, eV/A: 5.1
Electronic energy, eV: -8810.8962
Total charge: +2
Structure (SMILES): N/C=C(\[NH3+])CC[NH3+]


(2)
A 5-piece molecular cluster, C27H26BFN2O19S overall. Source: the Open Molecules 2025 dataset; level of theory: ωB97M-V/def2-TZVPD.

Geometry as XYZ:
```
77
Properties=species:S:1:pos:R:3:forces:R:3
S -2.10064 6.39164 0.35889 0.11 -0.30 0.46
F -1.64075 7.39411 -0.77073 -0.07 0.00 -0.05
O -4.16125 -6.66937 -0.23167 -0.06 0.04 -0.01
O 0.45476 -3.46345 3.44452 0.24 -0.08 -0.11
O 2.01993 -2.17185 1.81410 -0.01 0.01 -0.04
O -1.83872 0.45332 4.66614 -0.02 -0.02 0.02
O 0.12639 0.00142 -0.49227 0.11 -0.05 -0.08
O -0.31161 1.72972 2.97588 -0.18 -0.05 0.26
O -1.54613 6.90068 1.55526 0.15 0.15 -0.07
O 3.40954 1.58695 -1.55576 -0.12 0.14 -0.17
O -0.57519 -6.19269 2.76953 -0.03 -0.06 0.01
O -2.85400 4.16727 -2.00078 0.53 -0.59 -0.03
O -5.67104 -5.09670 1.16138 -0.03 0.03 0.03
O -3.57979 -0.49765 -3.33410 -0.02 0.02 0.03
O 7.37843 -0.87839 -1.11313 -0.01 -0.01 0.03
O -3.50746 6.22994 0.20764 -0.03 -0.03 0.01
O 8.24173 0.30745 -3.25257 0.02 -0.05 0.03
O 1.56148 -1.69526 -1.91231 0.03 0.08 0.11
O -2.12213 -4.71495 4.22403 -0.10 0.03 0.08
O -2.17795 -2.20102 -4.70290 -0.05 0.04 -0.01
O 4.24300 2.73382 -3.74400 0.02 0.02 -0.03
N 0.96128 4.80629 0.11219 -0.10 -0.29 -0.11
N -1.42097 5.00496 -0.11674 -0.20 0.37 -1.05
C 5.07687 1.87837 -3.17013 -0.06 0.06 -0.04
C -3.62382 -6.24010 0.77432 0.15 -0.06 0.01
C -2.64816 -5.11138 3.20107 -0.07 0.02 -0.03
C -0.22095 -2.03653 -3.38996 0.00 -0.04 -0.08
C 6.55629 -0.01274 -1.67807 -0.02 -0.02 0.03
C -0.07345 0.54011 3.07418 0.13 -0.05 -0.22
C 1.11613 -1.45378 2.47305 0.01 0.01 -0.01
C -1.80831 -0.14222 -1.82983 0.02 0.06 0.06
C -4.45783 -5.31732 1.63971 -0.02 0.01 0.03
C -3.01981 2.94278 0.22937 -0.04 0.30 0.08
C -3.99399 -4.78807 2.78108 0.01 0.06 0.08
C 0.24587 -2.26297 3.40459 -0.23 0.05 0.13
C -0.93283 -0.26487 4.02328 -0.01 -0.03 0.01
C 0.32227 -1.45206 -2.31146 0.01 -0.13 -0.12
C 7.11724 0.63736 -2.92633 -0.05 0.09 -0.09
C -0.44859 -0.46887 -1.45893 -0.17 0.09 0.02
C 4.52478 1.24592 -1.91288 0.15 -0.29 0.27
C -2.27005 -6.53947 1.17841 -0.02 -0.05 -0.08
C -0.12581 5.02576 -0.81955 0.31 -0.23 0.40
C 6.29663 1.59052 -3.64328 0.08 0.00 -0.05
C -1.58491 -1.72165 -3.75431 0.12 -0.05 0.00
C -2.34987 -0.72600 -2.90935 -0.01 0.03 0.03
C -0.77639 -1.58874 4.17570 -0.02 -0.08 0.04
C -1.80006 -6.00523 2.31717 0.05 0.03 -0.04
C 5.33448 0.27909 -1.20676 -0.06 0.00 0.02
C 0.96330 -0.13424 2.32600 0.17 0.09 0.03
C 0.76834 3.54027 0.82455 0.10 -0.06 -0.09
B -2.47255 4.06404 -0.69987 -0.27 0.05 0.21
H -2.34832 0.56868 -1.22066 -0.02 0.00 -0.01
H -3.70238 -1.05746 -4.12672 0.02 -0.03 -0.02
H 1.67960 3.27540 1.35780 0.00 0.08 0.03
H -0.03466 3.62275 1.54839 0.04 0.10 -0.01
H -3.83263 2.36723 -0.20897 0.01 -0.05 0.04
H 0.32142 -2.74205 -4.00334 0.02 0.00 0.02
H -4.58613 -4.13546 3.40693 -0.02 -0.01 -0.01
H -5.72931 -5.61196 0.33151 0.03 -0.04 -0.03
H -1.72924 1.37434 4.35757 0.02 0.02 -0.03
H -1.67475 -7.18020 0.54361 0.02 0.00 0.02
H 3.44136 2.74192 -3.18569 -0.02 -0.02 0.04
H 8.18718 -0.88517 -1.66340 0.02 0.02 -0.04
H 4.92745 -0.18032 -0.31683 0.03 0.00 0.01
H -3.33652 3.38803 1.17622 -0.09 -0.08 0.00
H 0.52587 2.71095 0.13946 0.00 -0.03 0.05
H -1.38648 -2.18298 4.84180 -0.02 0.01 -0.01
H 1.56828 0.45383 1.65167 -0.02 -0.01 -0.03
H 1.89763 -3.09569 2.10983 -0.02 -0.02 0.02
H 0.02926 5.95881 -1.35809 0.01 0.04 0.02
H 1.80790 4.71209 -0.43883 0.08 0.27 0.05
H 1.71716 -1.16660 -1.10561 -0.07 0.05 0.01
H 6.69722 2.04081 -4.54021 -0.02 0.02 0.00
H -0.17230 4.20810 -1.56130 -0.12 0.01 0.01
H -2.20050 4.56975 -2.58269 -0.27 0.42 0.02
H -0.49358 -5.64980 3.58192 0.03 0.08 -0.02
H -2.17728 2.29077 0.49129 -0.04 -0.07 -0.05
```
Forces are in eV/Å.

Summary:
F_max, eV/A: 1.1
Electronic energy, eV: -84532.3538
Total charge: 0
Structure (SMILES): CNCN(B(C)O)S(=O)(=O)F.O=C1C=C(O)C(=O)C=C1O.O=C1C=C(O)C(=O)C=C1O.O=C1C=C(O)C(=O)C=C1O.O=C1C=C(O)C(=O)C=C1O


(3)
A 2-piece molecular cluster, C4H12NO2 overall. Source: the Open Molecules 2025 dataset; level of theory: ωB97M-V/def2-TZVPD.

Geometry as XYZ:
```
19
Properties=species:S:1:pos:R:3:forces:R:3
O -2.46514 -3.91062 1.18722 -0.40 -1.50 0.08
O -1.35904 -1.68243 -0.02326 -0.56 0.19 -0.02
N -0.36253 0.26661 -0.88530 0.15 1.78 0.03
C -0.34017 -1.17752 -0.73252 0.73 -2.82 -0.03
C 1.94382 0.89954 -0.22591 -0.07 -0.37 0.60
C 0.44131 0.99045 0.12878 0.75 -0.62 -0.74
C 0.15694 2.50363 0.23852 -0.47 -1.30 0.06
H -0.23944 -1.68675 -1.75881 -0.32 0.81 0.34
H 0.63280 -1.52691 -0.26820 0.04 0.78 -0.10
H 0.96412 2.94706 0.81439 -0.06 0.24 0.14
H 0.15575 2.92292 -0.76630 -0.17 0.16 -0.01
H 0.27010 0.45792 1.07770 0.20 0.43 0.24
H -0.79467 2.64702 0.75267 -0.06 0.36 -0.18
H -2.04815 -3.63096 0.36491 0.32 0.81 -0.08
H -2.61750 -3.09220 1.63828 0.15 0.85 0.06
H 2.50232 1.41524 0.56614 0.10 0.13 -0.27
H 2.17545 1.31386 -1.20880 -0.18 0.25 0.05
H 2.32601 -0.11678 -0.22415 -0.19 -0.26 -0.07
H -1.34196 0.45994 -0.67535 0.04 0.08 -0.13
```
Forces are in eV/Å.

Summary:
F_max, eV/A: 2.9
Electronic energy, eV: -9927.6585
Total charge: -1


(4)
A single C16H18ClN3 molecule. Source: the Open Molecules 2025 dataset; level of theory: ωB97M-V/def2-TZVPD.

Geometry as XYZ:
```
38
Properties=species:S:1:pos:R:3:forces:R:3
Cl 0.54925 -3.26175 -1.46388 0.41 0.47 0.42
N 2.45391 1.35447 4.06980 0.07 -1.04 -0.83
N 1.81411 2.02377 3.09433 0.77 -1.06 -0.06
N 1.78140 1.23813 2.07123 0.28 -1.37 0.19
C -2.67345 -0.24043 -1.66196 -0.34 -0.02 0.48
C 2.46063 -1.22128 1.54930 1.03 -0.04 -0.69
C -1.21797 1.84050 -1.80764 -0.77 -0.18 0.14
C 3.57040 -2.08981 1.74045 -0.66 0.08 0.06
C 2.79215 -3.46264 -0.03862 0.40 -0.17 -0.03
C 1.70725 -2.61748 -0.29908 1.21 -0.81 1.05
C 3.74965 -3.23593 0.96833 -0.98 0.66 -0.24
C -3.76564 2.09837 -1.63142 -0.68 0.47 0.45
C -3.76312 0.67727 -2.25591 0.92 0.60 0.22
C 2.82499 0.09386 3.70823 -0.44 0.41 -0.96
C 1.54478 -1.47095 0.50507 -0.85 -0.20 -0.34
C -1.51011 0.54544 -1.00189 0.36 -0.08 0.05
C 0.34569 -0.64727 0.33688 -1.98 1.51 -1.58
C -0.26420 -0.33183 -0.86308 0.61 -0.01 2.26
C -2.41409 2.83453 -1.76109 0.20 -0.69 -1.20
C 2.37964 -0.00239 2.39796 -0.43 0.75 0.58
H -0.11278 -0.20408 1.24767 0.49 -0.40 -0.66
H -2.39621 3.48268 -2.67270 -0.02 -0.59 0.54
H 3.36230 -0.63730 4.32311 -0.46 0.71 -0.14
H -0.38990 2.37471 -1.37904 0.75 -0.09 0.03
H 2.59855 1.77729 4.93707 0.15 0.80 1.33
H -4.02843 2.11227 -0.53118 -0.02 -0.36 -1.18
H 4.57529 -3.93804 1.15696 -0.52 0.44 -0.22
H -3.50588 0.79982 -3.30563 -0.19 0.16 -0.27
H -4.71243 0.14888 -2.22311 -0.24 0.31 0.10
H -4.50075 2.73506 -2.16843 0.06 -0.52 0.54
H -0.98629 1.54223 -2.83493 0.08 0.19 0.01
H 2.88543 -4.34702 -0.64488 0.00 -0.21 -0.12
H -1.83623 0.87357 -0.00101 0.15 -0.24 -0.14
H 0.17492 -0.69672 -1.78468 -0.05 0.09 -0.07
H -2.28658 3.51893 -0.93744 0.02 0.15 0.42
H -3.14328 -0.90506 -0.91382 0.39 0.19 -0.19
H 4.25880 -1.87743 2.55043 0.06 0.08 -0.12
H -2.32180 -0.88440 -2.47540 0.24 0.00 0.21
```
Forces are in eV/Å.

Summary:
F_max, eV/A: 3.0
Electronic energy, eV: -33875.3316
Total charge: 0
Structure (SMILES): Clc1cccc(-c2c[nH]nn2)c1/C=C/C1CCCCC1


(5)
A 2-piece molecular cluster, C7H14O overall. Source: the Open Molecules 2025 dataset; level of theory: ωB97M-V/def2-TZVPD.

Geometry as XYZ:
```
22
Properties=species:S:1:pos:R:3:forces:R:3
O 1.97632 -2.60140 -0.65107 -0.60 -0.09 -4.37
C 0.68595 -0.91912 0.77587 3.24 1.35 -0.63
C -0.29228 0.26865 -1.19418 0.95 3.21 1.91
C -0.19549 0.13338 0.33716 -2.13 -2.24 0.18
C -2.08380 1.64349 0.96736 -0.96 0.56 -0.18
C 0.58680 1.49933 -1.56077 -0.39 -0.11 -1.63
C -1.05143 0.62151 1.25569 -0.35 -0.41 -2.48
C 0.67604 -1.96345 1.56894 0.29 0.10 0.98
H 2.10337 -1.70605 -1.03798 0.55 -0.42 1.09
H 1.61934 -2.42419 1.81424 0.05 -0.27 -0.28
H 1.72106 -0.66704 0.33044 -1.36 -0.39 1.01
H -1.31771 0.55748 -1.33433 -0.46 -0.38 -0.81
H 1.61247 1.21372 -1.85976 -0.47 0.11 0.09
H -0.14113 -2.35928 2.12275 -0.95 0.00 0.15
H -2.30102 1.83229 -0.10514 0.64 0.02 0.50
H -3.09834 1.42185 1.36426 0.77 -0.01 0.26
H 0.65972 2.11526 -0.69973 0.12 0.87 0.57
H -1.70046 2.54975 1.44538 -0.55 0.36 -0.22
H 1.46873 -2.87326 -1.49170 0.87 -0.62 2.00
H 0.10998 2.07600 -2.39604 0.63 -0.38 0.61
H -1.12340 0.08561 2.16493 0.47 0.07 1.21
H 0.08528 -0.50453 -1.81633 -0.35 -1.33 0.05
```
Forces are in eV/Å.

Summary:
F_max, eV/A: 4.4
Electronic energy, eV: -9530.4703
Total charge: 0
Structure (SMILES): C=C/C(=C/C)CC.O


(6)
C8H32NO12V as an isolated structure. Source: the Open Molecules 2025 dataset; level of theory: ωB97M-V/def2-TZVPD.

Geometry as XYZ:
```
54
Properties=species:S:1:pos:R:3:forces:R:3
V 3.91557 -0.30071 -1.22008 -1.53 1.13 0.48
O -0.61118 -6.51084 -1.19621 0.00 0.36 0.17
O -4.83945 -2.92080 -0.06588 -1.11 -1.03 -0.24
O 3.70326 -1.71030 -1.68266 0.17 -0.23 -0.09
O -1.64445 0.55178 6.31084 -1.08 -0.27 -0.41
O 4.92870 2.76144 0.57267 0.06 -0.45 -1.02
O 1.07875 -0.10278 0.86515 -0.84 0.60 0.42
O -1.77076 2.88072 -2.33357 0.21 0.33 -0.28
O -0.82270 -0.65044 -0.01313 1.13 0.61 0.22
O 1.92343 3.69004 3.00220 -1.04 -0.87 -0.76
O 1.72890 1.40670 -3.19692 0.16 -0.22 1.02
O -3.93792 -1.75909 -5.53409 0.75 -0.08 -1.10
O -0.86833 0.29541 1.89017 2.14 0.04 -0.89
N -0.21422 -0.11076 0.92586 -1.43 -1.21 -0.22
C 6.00334 3.70690 0.64529 0.66 0.10 0.48
C 1.67860 0.79200 -4.44439 0.61 0.24 -2.37
C 0.06132 -5.29714 -0.85077 -0.13 -0.41 -0.77
C -0.62966 0.46114 7.27500 0.75 1.04 -0.59
C -1.50477 4.11780 -1.68421 0.56 0.18 0.99
C -3.28178 -2.83190 -4.86177 -0.58 1.12 1.64
C 2.53316 3.75034 4.24400 1.68 1.42 0.99
C -4.99705 -4.37007 0.06710 1.09 0.70 0.70
H -0.65768 -6.57788 -2.15274 0.02 -0.05 0.01
H -1.74264 2.13809 -1.72587 -0.15 0.20 0.27
H -0.95827 -0.04609 8.18211 0.08 -0.25 -0.30
H -0.34991 1.48552 7.52096 0.11 0.11 0.52
H 5.78037 4.72977 0.34174 -0.74 -0.03 0.29
H 1.71464 1.53224 -5.24367 -0.03 0.47 -0.01
H 0.25790 0.05505 6.78980 0.16 -0.60 0.59
H -3.92507 -2.62945 -0.04073 0.11 -0.56 0.08
H 2.61416 0.26652 -4.63598 -0.23 -0.62 0.33
H 0.77884 0.23604 -4.70790 0.09 -0.54 0.72
H -0.34244 -4.94928 0.10006 0.32 -0.07 -0.02
H 6.83417 3.46570 -0.01777 -0.28 -0.75 -0.09
H 3.28673 2.99258 4.45856 -0.22 -0.61 -0.28
H -4.58286 -4.94168 -0.76343 -0.11 0.24 -0.28
H -4.58780 -1.37938 -4.93820 0.07 -0.12 0.02
H -2.70650 -3.54884 -5.44755 -0.94 0.06 -0.66
H -0.08170 -4.52976 -1.61155 -0.39 0.22 0.01
H -0.87256 4.02830 -0.80080 0.48 -0.52 0.00
H 3.11172 4.67124 4.17093 0.14 0.20 0.58
H -1.28921 0.40238 5.43159 -0.01 -0.04 0.16
H 1.89457 3.83760 5.12302 -0.37 -0.07 -0.26
H -4.07269 -3.19993 -4.20822 0.46 -1.28 -0.07
H -2.35149 4.63120 -1.22861 -0.63 -0.15 -0.71
H 0.96063 1.98228 -3.18849 -0.20 0.33 0.67
H -6.02737 -4.67628 0.24814 -0.12 0.70 -0.38
H -4.46800 -4.70013 0.96111 0.16 -0.05 0.10
H 1.03100 3.36486 3.14155 -0.11 -0.13 -0.34
H 4.27264 2.95060 1.24751 -0.06 0.30 0.15
H -2.52897 -2.43768 -4.17916 0.25 0.29 0.21
H -0.95995 4.79149 -2.34557 -0.35 -0.12 -0.27
H 1.13844 -5.46407 -0.85640 0.16 -0.04 0.60
H 6.39650 3.66964 1.66122 0.09 0.36 -0.02
```
Forces are in eV/Å.

Summary:
F_max, eV/A: 2.5
Electronic energy, eV: -60539.6811
Multiplicity: 2
Total charge: +1